(1)
{
  "formula": "C18H13F10IN3Os",
  "method": "ωB97M-V/def2-TZVPD",
  "fmax_ha_per_bohr": 0.0586,
  "total_energy_ha": -2244.518457,
  "multiplicity": 5,
  "homo_ha": [-0.413, -0.414],
  "charge": 1,
  "species": ["Os", "C", "N", "C", "C", "N", "C", "C", "F", "C", "F", "C", "F", "C", "F", "C", "F", "C", "C", "N", "C", "C", "F", "C", "F", "C", "F", "C", "F", "C", "F", "H", "H", "H", "H", "H", "H", "H", "H", "H", "H", "H", "I", "C", "H", "H"],
  "coordinates": [[0.01311, 0.29873, 0.29683], [-0.22259, -1.38358, 2.75893], [-0.10118, 0.03502, 2.36894], [-1.36270, 0.77715, 2.74134], [-2.52768, 0.54430, 1.67384], [-1.97599, 0.28038, 0.31156], [-2.87573, -0.06616, -0.69585], [-4.13232, -0.69813, -0.46995], [-4.54799, -1.01285, 0.77908], [-5.05259, -0.94891, -1.47196], [-6.28804, -1.43895, -1.16576], [-4.80186, -0.55529, -2.79807], [-5.74147, -0.64089, -3.73444], [-3.55374, 0.00141, -3.09965], [-3.35696, 0.46341, -4.34415], [-2.62256, 0.13173, -2.08522], [-1.36768, 0.46655, -2.46848], [1.26685, 0.58216, 2.80738], [2.42979, 0.32487, 1.78116], [1.94834, -0.02374, 0.42876], [2.87327, -0.34152, -0.56689], [2.53259, -0.85472, -1.84176], [1.22197, -1.05547, -2.18880], [3.45571, -1.23585, -2.82117], [3.07074, -1.66932, -4.04517], [4.83511, -1.07178, -2.60967], [5.69713, -1.12237, -3.59779], [5.24328, -0.64663, -1.31453], [6.56596, -0.53189, -1.02184], [4.28978, -0.28420, -0.38067], [4.83631, 0.22621, 0.77954], [-0.37638, -1.54904, 3.84709], [0.70512, -1.89067, 2.48101], [-1.06572, -1.80068, 2.22238], [-1.11024, 1.84758, 2.77466], [-1.67153, 0.50772, 3.76436], [-3.12634, 1.48584, 1.66082], [-3.23989, -0.22746, 2.02550], [1.47376, 0.12962, 3.79930], [1.14919, 1.66198, 3.00926], [3.10974, -0.45171, 2.18572], [3.04476, 1.21958, 1.74833], [1.96610, 3.38238, -0.76932], [0.12778, 2.19211, -0.68139], [-0.07840, 2.06637, -1.73862], [-0.65680, 2.87672, -0.33466]]
}

=====

(2)
{
  "formula": "C33H62F4O13S",
  "method": "ωB97M-V/def2-TZVPD",
  "fmax_ha_per_bohr": 0.0567,
  "total_energy_ha": -3070.322516,
  "homo_ha": -0.336,
  "charge": 0,
  "species": ["O", "C", "O", "S", "O", "C", "F", "F", "C", "F", "F", "H", "H", "C", "C", "O", "C", "H", "H", "H", "H", "H", "H", "C", "C", "O", "C", "H", "H", "H", "H", "H", "H", "C", "C", "O", "C", "H", "H", "H", "H", "H", "H", "C", "C", "O", "C", "H", "H", "H", "H", "H", "H", "C", "C", "O", "C", "H", "H", "H", "H", "H", "H", "C", "C", "O", "C", "H", "H", "H", "H", "H", "H", "C", "C", "O", "C", "H", "H", "H", "H", "H", "H", "C", "C", "O", "C", "H", "H", "H", "H", "H", "H", "C", "C", "O", "C", "H", "H", "H", "H", "H", "H", "C", "C", "O", "C", "H", "H", "H", "H", "H", "H"],
  "coordinates": [[0.41926, 2.48221, -0.22596], [-0.03678, 1.52164, -0.76472], [-1.05026, 0.84943, -0.80756], [1.23031, 0.76302, -2.07626], [1.43482, -0.74402, -1.65420], [2.85509, 1.55014, -1.67422], [3.66154, 1.31162, -2.73075], [2.66033, 2.86324, -1.57699], [3.45601, 0.96429, -0.36693], [4.43501, 0.09592, -0.67899], [3.96675, 1.96230, 0.38064], [1.67394, -1.25614, -2.44980], [2.68790, 0.44282, 0.19684], [3.91785, -3.13827, 2.83149], [4.58716, -2.36149, 1.72241], [4.42061, -2.64435, 0.55945], [5.45737, -1.20484, 2.14269], [3.31602, -3.93632, 2.40449], [4.67055, -3.56831, 3.49355], [3.27778, -2.47746, 3.41805], [6.26665, -1.55317, 2.78547], [4.86324, -0.47939, 2.70224], [5.87934, -0.72734, 1.26260], [7.63799, 4.64387, -3.09610], [6.23192, 5.00309, -3.51938], [6.01984, 5.71090, -4.47296], [5.11007, 4.42868, -2.68729], [8.35039, 5.11394, -3.76863], [7.82275, 4.98882, -2.07770], [7.77393, 3.56184, -3.12706], [5.20199, 4.77052, -1.65490], [5.15522, 3.34203, -2.70453], [4.15517, 4.75618, -3.08864], [1.24354, -4.64879, -4.84564], [0.58215, -3.37521, -4.38961], [1.22202, -2.35383, -4.22979], [-0.88970, -3.41019, -4.12942], [2.30818, -4.48282, -4.99159], [1.09474, -5.42414, -4.09284], [0.79859, -4.98268, -5.78375], [-1.08896, -4.15444, -3.35693], [-1.43688, -3.67483, -5.03566], [-1.21718, -2.43056, -3.79141], [2.48219, 1.84601, 3.77951], [3.77985, 1.92941, 4.55103], [4.45925, 0.94671, 4.74418], [4.17487, 3.29178, 5.05838], [2.30617, 0.81788, 3.47031], [1.65213, 2.17685, 4.40483], [2.52775, 2.48512, 2.89585], [3.41452, 3.68192, 5.73153], [4.28472, 3.98440, 4.22590], [5.11946, 3.21837, 5.59166], [-1.41002, 0.43159, 2.46917], [-1.98707, -0.81666, 3.08152], [-1.35017, -1.52529, 3.82611], [-3.42013, -1.13876, 2.72531], [-0.38487, 0.55776, 2.81069], [-1.42083, 0.38033, 1.37874], [-1.99958, 1.29383, 2.78551], [-3.50924, -1.28841, 1.64833], [-4.07524, -0.32181, 3.03055], [-3.72471, -2.04785, 3.23804], [-3.96168, -5.30532, 2.85180], [-5.35539, -4.94744, 2.39594], [-5.54686, -4.34234, 1.36881], [-6.49974, -5.37877, 3.28220], [-3.24045, -4.93429, 2.12813], [-3.75398, -4.85192, 3.82219], [-3.86197, -6.38797, 2.94016], [-6.39715, -4.93219, 4.27218], [-6.50632, -6.46480, 3.38604], [-7.43894, -5.05663, 2.84090], [-4.40361, 0.76693, -3.85042], [-3.51874, -0.34614, -3.35416], [-2.61035, -0.79329, -4.01803], [-3.81752, -0.88163, -1.97498], [-4.07947, 1.06155, -4.84685], [-5.43508, 0.43483, -3.88995], [-4.33871, 1.62336, -3.18043], [-4.83458, -1.27542, -1.93851], [-3.72171, -0.08187, -1.23954], [-3.11451, -1.67404, -1.72985], [-7.30912, 3.92587, -4.51975], [-7.90827, 2.64721, -3.98464], [-7.23044, 1.81660, -3.42917], [-9.39383, 2.45963, -4.17949], [-6.24127, 3.93977, -4.31860], [-7.47270, 3.99407, -5.59614], [-7.77578, 4.78787, -4.04107], [-9.63757, 2.47250, -5.24275], [-9.94022, 3.26521, -3.68713], [-9.69852, 1.50762, -3.75354], [-1.64687, -7.70979, -0.55622], [-2.16399, -6.84036, -1.67636], [-1.41723, -6.15412, -2.33203], [-3.64946, -6.87089, -1.93687], [-0.56929, -7.59576, -0.47546], [-2.10937, -7.42008, 0.38547], [-1.88396, -8.75615, -0.75497], [-4.19190, -6.54382, -1.04809], [-3.96444, -7.88486, -2.18795], [-3.88749, -6.20628, -2.76298], [6.08935, 7.08124, 5.08670], [4.59556, 7.19203, 5.28290], [3.92305, 6.23099, 5.56815], [3.98733, 8.56237, 5.10378], [6.40187, 6.05195, 5.24234], [6.35850, 7.38976, 4.07549], [6.60952, 7.72510, 5.79709], [4.17599, 8.92762, 4.09330], [4.42693, 9.26296, 5.81506], [2.91508, 8.50805, 5.27042]]
}

=====

(3)
{
  "formula": "C36H50BN6O7P2PtSb",
  "method": "ωB97M-V/def2-TZVPD",
  "fmax_ha_per_bohr": 0.0238,
  "total_energy_ha": -3323.645594,
  "homo_ha": [-0.423, -0.423],
  "relative_energy_ev": 5.2612,
  "charge": 2,
  "species": ["Pt", "C", "N", "C", "P", "O", "O", "P", "O", "N", "C", "C", "N", "C", "C", "N", "C", "C", "H", "H", "H", "H", "H", "H", "H", "H", "H", "H", "H", "H", "H", "H", "H", "H", "H", "H", "H", "H", "H", "H", "H", "H", "C", "C", "N", "O", "C", "C", "N", "O", "H", "H", "H", "H", "H", "H", "H", "C", "C", "C", "C", "C", "C", "Sb", "C", "C", "C", "C", "C", "C", "C", "C", "C", "C", "C", "C", "H", "H", "H", "H", "H", "H", "H", "H", "H", "H", "H", "H", "H", "H", "H", "O", "B", "O", "C", "C", "C", "C", "C", "C", "H", "H", "H", "H"],
  "coordinates": [[-0.40804, 0.88021, 1.16300], [1.86084, 3.91208, 4.09658], [1.00862, 2.73863, 3.94926], [-0.16664, 2.75774, 4.82450], [1.58231, 1.27229, 3.49864], [0.48320, 0.32950, 3.14716], [2.51178, 1.69318, 2.23799], [2.43615, 1.44546, 0.66659], [1.48483, 0.33186, 0.28652], [3.96504, 0.98704, 0.29038], [5.09434, 1.74303, 0.82085], [4.24480, 0.36000, -0.98980], [2.21094, 2.96238, 0.08126], [1.18928, 3.88044, 0.58556], [2.66887, 3.21637, -1.28481], [2.63888, 0.55567, 4.51121], [2.29177, -0.64335, 5.26527], [3.86840, 1.21252, 4.92945], [1.25956, 4.80314, 3.91091], [2.67155, 3.89448, 3.37210], [2.27921, 3.98722, 5.10376], [-0.83656, 3.55107, 4.49439], [0.12344, 2.92805, 5.86404], [-0.70299, 1.81544, 4.75086], [4.83075, 2.20836, 1.76565], [5.42187, 2.51819, 0.12304], [5.92609, 1.06090, 0.99440], [3.31796, 0.05072, -1.45918], [4.87638, -0.51708, -0.84922], [4.76329, 1.05439, -1.65648], [0.80005, 3.54371, 1.54597], [0.33565, 3.94380, -0.09691], [1.62615, 4.87437, 0.69427], [3.74977, 3.35038, -1.32922], [2.21071, 4.14059, -1.63091], [2.38761, 2.41637, -1.97665], [1.34215, -1.03742, 4.91847], [2.22054, -0.41710, 6.33143], [3.06041, -1.40463, 5.12067], [4.03996, 2.11954, 4.35465], [4.71719, 0.54434, 4.77171], [3.82912, 1.47847, 5.98842], [-3.87904, -1.32387, 3.29530], [-2.84582, -0.53107, 2.55326], [-1.89571, -1.04384, 1.85060], [-1.80815, -2.45519, 1.84883], [-2.91357, 0.92984, 2.64439], [-4.00873, 1.59080, 3.42012], [-1.98018, 1.66383, 2.08160], [-1.97381, 2.92135, 2.18692], [-3.91948, -2.34929, 2.94135], [-4.85843, -0.86983, 3.16185], [-3.67234, -1.32360, 4.36697], [-1.76206, -2.74407, 2.77473], [-4.08339, 1.18362, 4.42913], [-4.97798, 1.45443, 2.93829], [-3.80648, 2.65447, 3.48216], [-4.31138, -5.37689, -4.25617], [-3.00466, -5.79187, -4.04709], [-2.16688, -5.07162, -3.20732], [-2.65430, -3.93752, -2.56912], [-3.96733, -3.52679, -2.76405], [-4.79483, -4.24820, -3.61239], [-1.32106, -2.71054, -1.42160], [-0.82753, -1.50460, -3.10856], [0.47052, -1.16019, -3.61579], [0.63369, -0.10556, -4.44520], [-0.50212, 0.77037, -4.84450], [-1.82678, 0.18935, -4.52400], [-1.96288, -0.82418, -3.65290], [0.22324, -4.12682, -1.06733], [-0.20263, -5.26593, -0.38590], [0.70193, -6.26958, -0.07479], [2.03219, -6.14066, -0.43858], [2.45913, -5.00651, -1.11059], [1.55739, -3.99812, -1.41991], [-4.95821, -5.94217, -4.91165], [-2.63109, -6.67798, -4.54011], [-1.14872, -5.40448, -3.05409], [-4.36790, -2.67471, -2.22825], [-5.81871, -3.93518, -3.75849], [1.31823, -1.76705, -3.34550], [1.60986, 0.13848, -4.84526], [-0.43506, 1.01590, -5.90824], [-2.69462, 0.65307, -4.97408], [-2.95377, -1.16303, -3.37502], [-1.24210, -5.38427, -0.10526], [0.36564, -7.15400, 0.44767], [2.73646, -6.92404, -0.19628], [3.49787, -4.90771, -1.39437], [1.91136, -3.11698, -1.91430], [-2.14536, 2.36246, -0.92261], [-1.00809, 1.61994, -0.53896], [-0.19677, 1.50870, -1.79849], [-0.83536, 2.15316, -2.73172], [-0.44495, 2.22674, -4.15205], [-1.35090, 3.13258, -4.92768], [-2.44464, 3.69962, -4.39091], [-2.82105, 3.47723, -3.01300], [-2.01571, 2.71757, -2.22259], [0.59059, 2.58390, -4.22534], [-1.09017, 3.31628, -5.96051], [-3.06664, 4.34207, -4.99666], [-3.72596, 3.90982, -2.61176]]
}

=====

(4)
{
  "formula": "C2H6NO",
  "method": "ωB97M-V/def2-TZVPD",
  "fmax_ha_per_bohr": 0.0394,
  "total_energy_ha": -209.763367,
  "smiles": "CNC[O-]",
  "homo_ha": -0.080,
  "relative_energy_ev": 0.3852,
  "charge": -1,
  "species": ["C", "N", "C", "O", "H", "H", "H", "H", "H", "H"],
  "coordinates": [[-0.16436, -1.27195, 0.04609], [-0.23641, -0.02944, -0.73066], [0.01171, 1.20637, 0.14986], [1.16224, 1.13145, 0.84158], [-0.74059, -1.06920, 0.95005], [0.85876, -1.36801, 0.43437], [-0.59781, -2.06439, -0.55039], [0.51367, 0.12706, -1.37466], [-0.83144, 1.32234, 0.84494], [0.02422, 2.01576, -0.61118]]
}

=====

(5)
{
  "formula": "C18H10CuF2O14",
  "method": "ωB97M-V/def2-TZVPD",
  "fmax_ha_per_bohr": 0.1219,
  "total_energy_ha": -3585.207455,
  "homo_ha": 0.101,
  "relative_energy_ev": 4.8888,
  "charge": -3,
  "species": ["Cu", "C", "C", "C", "O", "C", "C", "C", "O", "O", "O", "H", "H", "C", "C", "C", "O", "C", "C", "C", "O", "O", "O", "H", "H", "C", "C", "O", "C", "O", "O", "F", "H", "H", "H", "C", "C", "O", "C", "O", "O", "F", "H", "H", "H"],
  "coordinates": [[-1.02957, -0.61831, -0.25350], [0.45920, 1.70541, 4.16347], [1.83711, 1.21242, 3.90020], [2.10718, 0.66948, 2.42978], [3.07605, 0.07771, 2.09926], [1.09223, 0.86081, 1.48903], [-0.13543, 1.39816, 1.76051], [-0.45034, 1.77019, 3.19032], [-1.60798, 2.18984, 3.56102], [-0.92766, 1.55713, 0.71270], [2.73858, 1.13283, 4.76195], [0.30114, 2.15493, 5.13267], [1.34613, 0.60293, 0.47147], [-0.84322, -2.08548, 4.91049], [0.05665, -2.05984, 3.72822], [-0.72962, -2.10455, 2.30896], [-0.12822, -2.02980, 1.23960], [-2.13452, -1.85268, 2.23071], [-2.87152, -1.71075, 3.42707], [-2.17964, -1.87638, 4.75343], [-2.79996, -1.84010, 5.88888], [-4.09282, -1.26086, 3.23412], [1.29051, -1.95841, 3.84298], [-0.39262, -2.23385, 5.88071], [-2.64091, -1.61473, 1.30694], [-0.33081, -3.67615, -5.22818], [0.47261, -2.39116, -5.43648], [0.62360, -1.94558, -4.06490], [-0.44165, -2.45002, -3.35206], [-0.78090, -2.10924, -2.18577], [-1.11485, -3.30677, -4.13550], [-0.06340, -1.46603, -6.32959], [0.26925, -4.55827, -5.00482], [-0.93564, -3.99402, -6.07744], [1.41540, -2.75694, -5.84324], [1.72267, 4.22122, -2.83741], [0.30665, 4.29873, -3.18177], [-0.21553, 3.10852, -2.63178], [0.78711, 2.22119, -2.27984], [0.67808, 1.02490, -2.00917], [1.89965, 2.79896, -2.51622], [0.18364, 4.20876, -4.48884], [2.09666, 4.76803, -1.97183], [2.26969, 4.67741, -3.66249], [-0.18310, 5.24034, -2.93354]]
}

=====

(6)
{
  "formula": "C2HClF3N",
  "method": "ωB97M-V/def2-TZVPD",
  "fmax_ha_per_bohr": 0.0610,
  "total_energy_ha": -891.330308,
  "smiles": "N#CC(F)(F)F.Cl",
  "homo_ha": -0.436,
  "relative_energy_ev": 0.6193,
  "charge": 0,
  "species": ["N", "C", "C", "F", "F", "F", "Cl", "H"],
  "coordinates": [[-2.40140, -2.13897, -0.65392], [-2.72293, -1.06734, -0.57367], [-3.05451, 0.31459, -0.27367], [-3.04396, 1.18597, -1.24605], [-1.98371, 0.64271, 0.48479], [-4.12587, 0.47500, 0.44915], [1.31202, 0.08164, -0.90730], [2.37391, 0.24302, -0.26306]]
}